Formula: C2H4N4O
Source: OMol25
Level of theory: ωB97M-V/def2-TZVPD

Summary:
energy above the lowest of the compared OMol25 structures with the same formula, charge and spin = 3.245 eV
F_max = 1.55 eV/Å
HOMO level = -9.185 eV
LUMO energy = 0.0331 hartree
Kohn-Sham gap = 10.09 eV
SMILES = [H]/N=C1\NN=CON1

Structure (XYZ):
```
11
Properties=species:S:1:pos:R:3:forces:R:3:mulliken_charge:R:1
H -2.280 1.711 0.335 -0.140 -0.201 0.108 0.22
N -1.389 1.800 -0.131 0.905 -0.729 0.013 -0.66
C -0.615 0.790 0.007 -1.056 0.085 0.504 0.42
N -0.867 -0.447 0.620 -1.003 1.086 -0.451 0.14
N 0.063 -1.400 0.855 0.934 -0.112 0.019 -0.61
C 1.044 -1.330 0.069 1.063 -0.363 -0.481 0.11
O 1.129 -0.406 -0.946 0.023 0.115 0.404 -0.30
N 0.708 0.871 -0.406 0.259 -0.179 -0.266 -0.26
H -1.635 -0.517 1.247 -0.500 0.180 0.223 0.23
H 1.903 -2.012 0.120 -0.598 0.216 -0.033 0.39
H 0.798 1.543 -1.159 0.112 -0.099 -0.041 0.32
```
Positions in Å, forces in eV/Å.


Formula: C2H4N4O
Source: OMol25
Level of theory: ωB97M-V/def2-TZVPD

Summary:
energy above the lowest of the compared OMol25 structures with the same formula, charge and spin = 6.868 eV
F_max = 5.49 eV/Å
HOMO level (spin up / spin down) = -8.028 / -8.027 eV
LUMO energy (spin up / spin down) = -0.0597 / -0.0597 hartree
Kohn-Sham gap (spin up / spin down) = 6.40 / 6.40 eV

Structure (XYZ):
```
11
Properties=species:S:1:pos:R:3:forces:R:3:mulliken_charge:R:1
C -0.859 -0.750 -0.239 -3.245 -1.201 1.767 -0.27
C -1.071 0.767 0.070 2.763 -1.767 -1.833 -0.34
N 0.518 -0.973 -0.070 3.738 -0.708 0.135 -0.64
N 0.318 1.149 0.467 1.526 1.640 0.526 -0.75
N 1.087 0.134 0.326 -5.360 -1.014 -0.622 0.94
N 2.708 0.019 0.614 -0.157 0.042 -3.419 0.23
O 3.164 -0.094 -0.454 -0.252 0.142 2.815 -0.15
H -1.456 -1.360 0.590 1.203 0.757 -1.547 0.18
H -1.258 -1.171 -1.225 0.684 0.925 1.183 0.26
H -1.391 1.194 -0.854 0.290 1.098 -0.738 0.21
H -1.760 1.086 0.775 -1.189 0.087 1.733 0.31
```
Positions in Å, forces in eV/Å.


Formula: C2H4N4O
Source: OMol25
Level of theory: ωB97M-V/def2-TZVPD

Summary:
energy above the lowest of the compared OMol25 structures with the same formula, charge and spin = 3.168 eV
F_max = 2.67 eV/Å
HOMO level = -8.403 eV
LUMO energy = 0.0289 hartree
Kohn-Sham gap = 9.19 eV
SMILES = [H]/N=c1/[nH]cnn1O

Structure (XYZ):
```
11
Properties=species:S:1:pos:R:3:forces:R:3:mulliken_charge:R:1
H 1.765 1.677 -0.306 -1.501 0.089 0.514 0.25
N 0.743 1.860 -0.120 1.281 -0.851 -0.141 -0.71
C 0.083 0.777 0.066 1.671 1.736 -0.191 0.24
N -1.283 0.753 0.129 -0.790 0.776 0.232 -0.22
C -1.596 -0.591 -0.050 -0.827 0.550 -0.907 -0.12
N -0.584 -1.358 -0.129 0.219 -1.056 0.417 -0.58
N 0.455 -0.564 0.216 1.101 1.395 -0.287 0.46
O 1.774 -0.912 -0.125 -0.921 -0.079 1.484 -0.42
H -1.788 1.697 0.074 0.728 -2.573 -0.050 0.30
H -2.533 -0.993 -0.326 -1.059 0.080 0.183 0.40
H 2.124 -1.042 0.791 0.099 -0.066 -1.253 0.40
```
Positions in Å, forces in eV/Å.


Formula: C2H4N4O
Source: OMol25
Level of theory: ωB97M-V/def2-TZVPD

Summary:
energy above the lowest of the compared OMol25 structures with the same formula, charge and spin = 4.855 eV
F_max = 3.84 eV/Å
HOMO level = -9.805 eV
LUMO energy = -0.0529 hartree
Kohn-Sham gap = 8.37 eV
SMILES = [H]/N=C\N.N#CN=O

Structure (XYZ):
```
11
Properties=species:S:1:pos:R:3:forces:R:3:mulliken_charge:R:1
H 1.606 -1.051 0.012 -0.105 0.187 0.074 0.23
N 1.032 -0.812 -0.799 -1.330 -0.564 -0.350 -0.68
C -0.232 -0.998 -0.562 1.832 0.508 -0.443 0.01
N -0.753 -1.339 0.631 -0.980 -0.118 0.794 -0.43
H -0.961 -0.860 -1.367 0.252 0.007 0.194 0.43
H -1.732 -1.123 0.780 0.235 -0.168 -0.035 0.27
H -0.178 -1.225 1.455 -0.027 -0.086 -0.184 0.22
N -1.517 2.114 -0.099 1.294 -0.300 -0.337 -0.39
C -0.386 1.895 -0.251 0.401 0.029 0.713 0.31
N 1.256 1.639 -0.414 0.899 0.863 2.494 0.25
O 1.865 1.759 0.616 -2.470 -0.358 -2.920 -0.20
```
Positions in Å, forces in eV/Å.